1.
This record from the Open Molecules 2025 dataset describes C31H56BCoN6OS as an isolated structure. The level of theory is the ωB97M-V functional and the def2-TZVPD basis.

Computed properties:
**Charge**: +1
**Electronic energy**: -93180.8827 eV
**Frontier orbital gap (spin up / spin down)**: 8.888 / 9.425 eV
**Multiplicity**: 2
**LUMO level (spin up / spin down)**: -0.087 / -0.067 hartree

The geometry in XYZ format:
```
97
Properties=species:S:1:pos:R:3:forces:R:3
Co -1.2162 -0.0652 0.7098 0.288 -0.037 -0.286
S -2.4979 3.0023 1.0280 0.222 -0.133 -0.490
O -1.8663 1.6580 1.3623 -0.459 -0.128 0.366
N 0.7885 -1.6860 -0.2952 0.137 0.068 0.110
N 1.3803 0.7394 0.1408 0.015 -0.295 0.113
N -1.3408 0.1342 -1.2577 -0.081 0.390 0.014
N -0.1250 0.0421 -1.8879 -0.044 -0.174 0.217
N 0.5838 0.5598 1.2412 0.099 0.153 -0.035
N -0.4173 -1.7558 0.3431 -0.016 0.192 -0.155
C 2.4113 1.5533 0.4862 0.004 -0.032 -0.152
C -1.2011 4.1479 1.4512 0.173 0.117 0.010
C 0.5741 1.1822 3.6709 0.075 0.025 -0.038
C -0.5697 -2.9731 0.8469 -0.083 -0.075 0.126
C -0.1413 4.1544 0.3533 -0.052 -0.057 -0.021
C 1.0985 1.2382 2.2569 0.106 -0.057 0.061
C 1.7400 0.8870 4.6202 0.055 0.056 0.080
C -2.2878 0.1966 -2.1896 -0.067 -0.191 0.050
C 0.5845 -3.7078 0.5811 -0.059 -0.113 -0.001
C 1.7720 0.7763 -4.5182 0.037 0.014 -0.016
C 2.8015 -3.2936 -0.6027 -0.072 0.053 -0.011
C 0.6536 -0.2442 -4.3404 -0.020 -0.012 0.037
C 2.7163 -4.2384 -1.8079 -0.023 0.018 -0.019
C -2.7700 -2.2964 1.9237 0.054 0.049 -0.067
C -1.6866 0.1452 -3.4450 -0.080 0.059 -0.147
C -0.5174 0.1441 3.8861 0.013 -0.142 0.058
C 1.2125 -1.6665 -4.2690 0.051 -0.015 0.059
C 3.3547 1.9906 -1.8651 -0.014 0.015 0.027
C -3.6802 3.3237 2.3326 0.013 -0.036 0.187
C -4.3202 0.9708 -0.8322 -0.003 0.002 0.064
C -1.8438 -3.4359 1.5048 0.071 0.007 0.000
C -4.1387 -1.3844 -1.6986 -0.005 -0.010 -0.058
C 3.5455 2.0826 -0.3600 -0.077 -0.038 -0.005
C -3.7713 0.0851 -1.9429 0.057 -0.034 0.025
C 3.8315 -2.1886 -0.8227 -0.011 0.024 0.025
C 4.8870 1.4659 0.0480 0.048 -0.049 0.008
C -2.5767 -4.4157 0.5821 0.004 -0.039 -0.050
C 2.2474 1.8991 1.8128 0.078 -0.004 0.198
C 1.4268 -2.8690 -0.1328 0.014 0.014 -0.134
C -0.3299 0.0194 -3.2280 0.080 -0.028 0.021
C -3.1371 3.1815 3.7482 -0.049 0.021 -0.028
B 1.1277 -0.3168 -1.0139 0.030 0.008 -0.080
H -4.0614 4.3272 2.1168 -0.008 -0.081 0.023
H -3.4816 -4.7924 1.0646 0.062 0.026 -0.025
H -2.3589 -1.7179 2.7480 0.063 0.066 0.079
H 1.7672 -1.9017 -5.1803 -0.029 0.022 0.043
H 0.3809 3.1962 0.3136 -0.088 0.086 0.005
H -2.9856 -1.6221 1.0828 0.006 -0.027 0.025
H -1.9441 -5.2675 0.3315 -0.013 0.021 -0.004
H 4.9105 0.4004 -0.1930 0.009 0.081 0.015
H -3.8993 0.6867 0.1379 -0.019 -0.002 -0.021
H 1.4060 1.8033 -4.4535 0.005 -0.059 -0.004
H 3.5873 3.1403 -0.0904 0.008 0.087 -0.016
H 2.0584 -5.0850 -1.6034 0.032 0.047 0.003
H 4.0281 2.6861 -2.3687 -0.010 -0.015 0.017
H -1.3128 0.2174 3.1494 -0.117 0.050 -0.101
H 0.5935 4.9326 0.5539 0.020 -0.016 0.037
H -0.0939 -0.8651 3.8558 -0.069 0.060 -0.056
H -1.6787 5.1212 1.5936 0.069 0.002 -0.053
H 2.3326 2.2190 -2.1762 0.083 0.002 0.073
H 0.0272 -0.1843 -5.2310 -0.032 -0.024 -0.079
H -0.7947 3.7959 2.4007 0.028 0.101 0.018
H 1.8995 -1.7556 -3.4252 -0.039 -0.027 -0.063
H -0.5803 4.3507 -0.6264 -0.028 0.033 0.037
H 5.7010 1.9508 -0.4975 -0.067 -0.031 0.042
H -4.2393 0.3881 -2.8800 -0.050 0.054 -0.047
H -2.8619 -3.9252 -0.3515 -0.001 -0.010 0.021
H -2.4856 4.0122 4.0200 -0.026 -0.036 -0.027
H -1.5500 -3.9807 2.4044 -0.028 -0.025 0.064
H 2.2280 0.6415 -5.5010 -0.016 0.010 0.025
H -3.7378 -2.6853 2.2428 0.040 -0.003 0.024
H 2.2099 -0.0611 4.3484 -0.006 0.029 0.034
H -2.5833 2.2491 3.8570 0.000 -0.014 -0.006
H 2.5511 0.6363 -3.7737 -0.075 -0.007 -0.098
H 3.7085 -4.6282 -2.0469 -0.051 0.031 0.016
H 3.6959 -1.6810 -1.7781 0.002 -0.024 0.024
H 0.1847 2.1706 3.9339 -0.092 0.048 -0.065
H -3.7041 -1.7339 -0.7613 -0.025 -0.004 -0.045
H 3.6026 0.9879 -2.2104 0.011 0.048 0.022
H 1.3829 0.8126 5.6498 0.017 0.005 -0.054
H 5.0769 1.5796 1.1162 -0.014 -0.009 -0.036
H -2.1815 0.1647 -4.4054 0.048 -0.020 0.109
H -0.9907 0.2814 4.8618 0.117 -0.036 -0.011
H -4.4830 2.6132 2.1263 -0.028 0.020 0.044
H 2.3344 -3.7212 -2.6887 0.011 -0.012 0.019
H 2.0836 -0.4105 -1.7115 -0.195 0.001 0.099
H -3.7610 -2.0273 -2.4962 -0.030 0.053 0.020
H -3.9661 3.1653 4.4558 0.023 0.010 -0.030
H 0.4193 -2.4085 -4.1474 0.038 0.059 -0.009
H -5.2228 -1.5090 -1.6368 0.072 0.024 -0.003
H 3.1664 -3.8919 0.2339 0.035 -0.048 0.072
H 0.7885 -4.7311 0.8635 -0.021 0.119 -0.038
H -5.4040 0.8569 -0.7582 0.050 -0.011 -0.036
H 4.8307 -2.6277 -0.8242 -0.027 0.006 -0.001
H 2.9074 2.5360 2.3852 -0.081 -0.087 -0.061
H -4.0974 2.0238 -1.0093 -0.022 -0.070 -0.033
H 3.7924 -1.4415 -0.0264 -0.019 -0.048 -0.041
H 2.5024 1.6663 4.5845 -0.032 -0.043 -0.002
```
Positions in Å, forces in eV/Å.



2.
This record from the Open Molecules 2025 dataset describes a 6-piece molecular cluster, C31H56FI2NO11 overall. The level of theory is the ωB97M-V functional and the def2-TZVPD basis.

Computed properties:
**Electronic energy**: -75983.6413 eV
**Frontier orbital gap**: 8.460 eV
**SMILES string**: CCCC[C@@]1(F)NC(=O)C[C@@H]1/C(I)=C(/C)I.CCOC(C)=O.CCOC(C)=O.CCOC(C)=O.CCOC(C)=O.CCOC(C)=O
**Multiplicity**: 1
**LUMO level**: -0.015 hartree

The geometry in XYZ format:
```
102
Properties=species:S:1:pos:R:3:forces:R:3
I 4.9611 -0.1380 -0.6409 -0.544 1.331 -0.088
I 1.8623 4.0620 -0.7932 0.612 -1.481 0.109
F -0.4263 1.6626 -0.2079 0.135 -0.066 -2.012
O -2.3448 -3.8499 4.3121 -0.042 -0.515 -0.121
O -3.3874 -4.6377 6.0998 0.279 0.399 -0.656
O -0.5215 -1.8900 0.5691 2.219 3.322 -2.504
O -3.8605 0.3184 -2.6868 -0.295 -0.631 -0.604
O 6.5561 1.4521 3.5101 -0.311 -0.887 -0.179
O -7.8727 -3.6123 -6.7767 -0.659 -0.164 0.597
O -9.2573 -4.2669 -5.1774 0.412 -0.351 0.174
O 5.9867 -0.6363 3.0474 0.140 0.223 -0.504
O -3.9925 -0.8084 -4.5884 0.439 0.438 -0.127
O 11.6196 3.6387 5.8323 -0.670 0.007 -0.440
O 9.8995 3.2971 4.4802 0.050 -0.410 0.317
N -0.4229 -0.3415 -1.3089 0.609 -0.844 0.859
C -1.4834 2.2984 -3.0904 0.321 0.668 -0.655
C -4.4478 -1.9596 -2.4691 0.458 -0.471 0.252
C -5.4391 -2.4936 -5.5846 0.056 0.057 0.111
C 0.0337 -0.9395 -0.0288 -0.793 -0.424 1.504
C -0.0355 1.6781 -2.8051 -0.548 -0.049 -0.363
C -8.7720 -3.3343 -6.0168 0.220 0.037 -0.662
C 0.1507 1.0305 -1.3627 1.680 -0.918 0.285
C 10.7042 4.1049 5.1926 0.625 -0.051 0.147
C -2.3233 4.8602 -2.9688 0.035 -0.012 0.909
C -10.1845 -3.9982 -4.1153 -0.264 0.091 -0.051
C 6.0280 -2.0490 3.2977 -0.139 -0.137 0.252
C 6.4852 0.2984 3.8734 -0.111 0.445 0.186
C -4.0518 -0.7376 -3.2475 -0.214 0.315 0.462
C 8.6821 3.7193 3.8427 -0.104 0.062 -0.290
C 10.5056 5.5919 5.1064 -0.426 0.386 0.397
C 2.6675 2.0114 -0.7764 2.748 -1.801 0.296
C 1.6936 0.7268 -0.9136 -1.231 1.768 -0.265
C -9.4233 -1.9810 -6.0585 0.171 0.512 0.413
C 5.0988 3.0825 -0.5460 0.981 -1.251 0.283
C 8.9606 4.3054 2.4733 0.198 0.141 -0.037
C 1.3467 -0.0912 0.4263 0.387 -1.633 -0.729
C -1.2182 -1.7986 3.6457 0.026 0.193 0.237
C 4.0797 1.8578 -0.6651 -2.905 1.954 -0.198
C 4.8582 -2.4839 4.1569 -0.113 0.098 0.132
C -3.8396 -2.3765 5.5851 -0.598 0.230 -0.286
C -2.1906 -2.8910 3.2534 0.151 0.253 -0.039
C -1.8885 3.5383 -2.1587 -1.267 0.099 0.125
C -4.0168 -2.0338 -5.3380 -0.306 -0.209 0.010
C -3.1992 -3.7139 5.3413 -0.030 -0.268 0.601
C -11.6122 -4.0111 -4.6227 -0.087 0.041 -0.177
C 6.8624 -0.0909 5.2741 0.619 -0.202 0.164
H 4.8657 -3.5668 4.2983 0.004 0.066 -0.027
H 0.1015 0.8162 -3.5634 -0.132 1.119 1.304
H -11.8356 -4.9657 -5.1052 0.052 0.033 0.133
H -3.2410 -1.8202 6.3088 -0.044 -0.041 -0.067
H 6.0068 2.6957 0.0463 -1.340 0.585 -0.844
H -3.5383 -1.8138 -6.2940 0.020 0.217 0.170
H -10.1751 -1.9704 -6.8498 0.060 -0.001 0.065
H -9.8785 -1.6816 -5.1166 -0.183 -0.084 -0.082
H 4.6957 3.9718 0.0350 0.215 -1.254 -0.974
H -3.4046 -2.8000 -4.8554 -0.082 0.072 0.086
H 0.0425 -0.9530 -2.0126 -0.844 0.696 0.176
H -1.0654 -1.1049 2.8177 -0.024 -0.119 0.058
H 9.4978 3.5835 1.8529 -0.130 -0.018 0.068
H 6.0181 0.1028 5.9385 0.059 -0.020 -0.058
H 8.0701 2.8225 3.7333 0.300 0.152 0.173
H -4.8381 -2.5416 5.9944 0.238 -0.057 0.169
H -6.0085 -1.7127 -6.0938 0.141 -0.103 -0.075
H -5.5239 -1.9345 -2.2875 0.080 -0.006 -0.031
H -1.4487 2.7073 -4.1719 0.065 -0.717 1.546
H 1.1707 0.5269 1.3631 0.227 -0.653 -1.439
H 2.1355 -0.8867 0.6298 -0.907 1.127 -0.032
H 5.5196 3.3940 -1.5722 -0.943 -0.423 1.487
H 9.4787 5.8882 4.9022 0.060 -0.011 -0.219
H -12.3146 -3.8597 -3.8001 0.055 -0.019 -0.038
H -2.8264 3.2131 -1.5688 1.569 0.454 -0.691
H 9.5885 5.1969 2.5360 -0.104 0.031 -0.002
H 4.8805 -2.0071 5.1387 0.076 -0.094 -0.017
H 6.9922 -2.3441 3.7189 -0.066 0.109 0.052
H 8.0277 4.5742 1.9727 0.034 -0.047 0.046
H -2.2979 1.5003 -3.0892 1.345 1.178 0.204
H -3.0968 4.6649 -3.7860 1.276 0.104 0.960
H -5.9612 -2.7064 -4.6493 0.082 -0.114 -0.024
H -3.9725 -1.7807 4.6844 0.205 0.090 0.051
H -9.9298 -3.0694 -3.5987 -0.013 0.005 -0.133
H 7.7131 0.5191 5.5848 -0.247 0.116 -0.018
H -3.9201 -1.9455 -1.5133 -0.191 0.202 -0.052
H -1.5738 -1.2330 4.5098 -0.066 -0.003 -0.066
H -11.7813 -3.2325 -5.3691 0.002 0.035 0.116
H -5.4520 -3.3946 -6.1996 -0.055 0.111 0.042
H -2.8317 5.5816 -2.2254 0.860 -1.013 -1.125
H -8.6568 -1.2357 -6.2797 -0.095 -0.173 -0.209
H -1.7888 -3.4415 2.4015 -0.055 -0.106 0.198
H 11.1650 5.9966 4.3363 -0.058 -0.035 0.058
H -1.3866 5.3749 -3.3620 -1.329 -0.602 0.175
H 5.9571 -2.5320 2.3213 0.027 0.276 -0.036
H 2.0431 0.1173 -1.8289 -0.013 0.585 1.847
H -10.0531 -4.8014 -3.3880 0.189 -0.011 -0.196
H 10.7661 6.0312 6.0712 0.215 -0.106 -0.175
H 3.9139 -2.1968 3.6874 0.105 -0.080 -0.052
H -4.1796 -2.8965 -2.9532 -0.210 0.010 -0.094
H 8.1189 4.4010 4.4856 0.142 0.043 -0.013
H -0.2539 -2.2302 3.9259 -0.070 -0.027 -0.135
H -1.0917 3.8402 -1.3986 -1.049 -0.621 -1.138
H 7.1767 -1.1277 5.3738 -0.209 -0.037 0.039
H 0.7805 2.4401 -3.0836 -1.193 -1.125 0.876
H -3.1600 -2.4976 2.9372 0.032 0.009 0.131
```
Positions in Å, forces in eV/Å.